[1]
The following is a DFT calculation (wB97M-V/def2-TZVPD) of a 2-piece molecular cluster, C10H17FNO overall.

CARTESIAN COORDINATES (ANGSTROEM)
C -1.91 -1.04 0.04
C -0.84 0.24 -0.02
C -1.30 1.32 -1.03
C -0.93 1.80 0.29
C -2.33 -2.07 -0.88
C 0.00 -2.64 2.90
C 2.74 1.13 -2.08
C 0.59 0.00 -0.25
C 0.40 2.34 0.57
C 1.42 1.32 -0.06
N -1.77 -0.37 1.07
O 1.81 1.86 -1.32
F -0.54 -3.00 1.72
H -0.60 1.50 -1.85
H -2.34 1.40 -1.26
H -1.74 2.19 0.94
H -3.33 -2.35 -0.61
H -1.71 -2.91 -0.91
H -2.41 -1.58 -1.79
H -0.70 -2.78 3.74
H 0.91 -3.30 3.27
H 0.37 -1.66 2.80
H 2.47 1.51 -3.08
H 2.82 0.07 -1.78
H 3.78 1.59 -1.93
H 0.94 -0.68 0.47
H 0.80 -0.52 -1.14
H 0.53 2.47 1.62
H 0.62 3.29 0.04
H 2.26 0.88 0.50

Output
highest occupied orbital energy: -13.0 eV
orbital gap: 9.2 eV
net charge: +1
strongest force on any atom: 4.144 eV/A
E_tot: -620.65993 Ha
molar mass: 186.25 u
lowest unoccupied orbital energy: -3.819 eV
energy above the lowest of the compared OMol25 structures with the same formula, charge and spin: 4.3696 eV

=====

[2]
The following is a DFT calculation (wB97M-V/def2-TZVPD) of a 5-piece molecular cluster, C25H62BClO19P5S overall.

CARTESIAN COORDINATES (ANGSTROEM)
O -1.10 4.42 -1.43
C -1.20 4.69 -2.76
O -2.17 5.69 -3.23
B -0.19 3.80 -3.74
S 1.43 4.56 -4.43
P -0.68 1.95 -4.14
O -0.43 1.13 -2.61
Cl -2.75 1.78 -4.60
H 2.39 4.37 -3.38
H 0.43 0.60 -2.62
O -4.84 -2.55 -4.00
P -5.83 -2.32 -2.82
O -4.65 -1.89 -1.74
C -4.17 -0.56 -1.83
C -5.20 0.44 -1.35
O -5.90 -3.95 -2.47
C -5.58 -4.95 -3.42
C -4.13 -5.38 -3.27
O -6.94 -2.08 -1.52
C -7.32 -3.07 -0.58
C -6.22 -3.43 0.41
H -3.86 -0.34 -2.85
H -3.28 -0.50 -1.19
H -6.06 0.46 -2.02
H -4.78 1.45 -1.31
H -5.57 0.18 -0.35
H -5.82 -4.63 -4.44
H -6.23 -5.81 -3.21
H -3.45 -4.53 -3.35
H -3.87 -6.12 -4.03
H -3.97 -5.82 -2.28
H -7.73 -3.95 -1.09
H -8.16 -2.65 -0.01
H -5.35 -3.87 -0.08
H -6.59 -4.14 1.15
H -5.87 -2.53 0.93
O -0.33 1.27 2.06
P -1.15 2.41 2.72
O 0.16 3.40 2.94
C 0.62 4.13 1.81
C -0.35 5.24 1.44
O -1.15 1.67 4.21
C -0.96 0.27 4.36
C 0.51 -0.03 4.64
O -2.06 3.69 3.45
C -2.30 3.81 4.85
C -1.07 4.24 5.63
H 0.78 3.45 0.97
H 1.58 4.57 2.08
H -1.30 4.82 1.09
H 0.06 5.86 0.64
H -0.58 5.87 2.30
H -1.33 -0.28 3.49
H -1.56 -0.05 5.21
H 1.16 0.37 3.86
H 0.67 -1.11 4.71
H 0.82 0.43 5.58
H -2.76 2.91 5.25
H -3.06 4.60 4.95
H -0.28 3.49 5.59
H -1.33 4.39 6.68
H -0.66 5.17 5.23
O 5.74 5.53 5.69
P 6.03 6.20 4.32
O 6.18 7.73 4.96
C 7.41 8.04 5.58
C 8.53 8.18 4.56
O 4.41 6.26 3.92
C 3.45 5.40 4.50
C 2.78 6.07 5.68
O 6.35 6.95 2.80
C 5.36 7.49 1.93
C 4.75 8.78 2.44
H 7.66 7.29 6.33
H 7.27 9.00 6.10
H 8.74 7.22 4.09
H 9.44 8.54 5.04
H 8.25 8.89 3.77
H 3.89 4.43 4.77
H 2.70 5.19 3.73
H 3.51 6.41 6.43
H 2.07 5.40 6.17
H 2.24 6.97 5.35
H 4.60 6.74 1.69
H 5.87 7.71 0.98
H 4.21 8.64 3.38
H 4.05 9.19 1.71
H 5.53 9.53 2.63
O -1.23 -7.58 -4.37
P 0.11 -8.17 -3.89
O 1.01 -7.43 -5.07
C 1.33 -6.06 -4.87
C 2.36 -5.89 -3.76
O -0.16 -9.62 -4.66
C -1.46 -10.07 -5.01
C -1.78 -9.69 -6.44
O 1.62 -8.83 -3.35
C 2.18 -10.06 -3.81
C 2.71 -9.99 -5.23
H 0.42 -5.49 -4.66
H 1.75 -5.69 -5.81
H 1.93 -6.18 -2.80
H 2.68 -4.85 -3.69
H 3.23 -6.52 -3.94
H -2.21 -9.70 -4.30
H -1.46 -11.16 -4.92
H -1.68 -8.61 -6.61
H -2.80 -9.99 -6.70
H -1.09 -10.18 -7.13
H 1.47 -10.89 -3.67
H 3.02 -10.28 -3.14
H 1.91 -9.79 -5.96
H 3.18 -10.94 -5.50
H 3.44 -9.18 -5.33

Output
highest occupied orbital energy: -4.7 eV
orbital gap: 3.8 eV
net charge: -1
strongest force on any atom: 9.670 eV/A
E_tot: -5009.10499 Ha
molar mass: 899.95 u
lowest unoccupied orbital energy: -0.916 eV

=====

[3]
The following is a DFT calculation (wB97M-V/def2-TZVPD) of C11H27MgNO7S4 as an isolated structure.

CARTESIAN COORDINATES (ANGSTROEM)
Mg -0.51 -0.70 0.56
C -0.73 0.50 -1.27
O 0.30 0.85 -0.58
O -0.70 -0.79 -1.45
O -1.69 0.64 -0.37
C -4.34 1.20 0.86
C -4.26 0.04 1.73
N -4.20 -0.82 2.49
H -4.06 0.90 -0.15
H -3.65 1.95 1.23
H -5.35 1.62 0.93
C 3.23 -0.19 0.75
S 2.56 -1.86 1.16
O 1.06 -1.60 1.16
C 2.89 -2.75 -0.40
H 2.85 0.06 -0.24
H 4.30 -0.23 0.94
H 2.73 0.50 1.42
H 2.60 -3.76 -0.10
H 3.92 -2.60 -0.69
H 2.23 -2.31 -1.15
C 1.55 3.71 -3.90
S 3.22 2.87 -3.99
O 3.97 3.12 -2.73
C 2.54 1.22 -3.68
H 0.78 3.12 -4.41
H 1.58 4.65 -4.45
H 1.17 3.81 -2.89
H 2.08 1.27 -2.69
H 3.36 0.50 -3.55
H 1.89 0.85 -4.47
C 0.05 1.19 4.60
S 0.36 0.95 2.83
O -0.77 0.07 2.32
C -0.04 2.68 2.38
H 0.00 0.30 5.22
H -0.98 1.56 4.67
H 0.59 2.06 4.98
H -0.02 2.77 1.29
H 0.75 3.33 2.76
H -0.88 3.17 2.87
C -0.87 -4.26 -0.43
S -2.17 -3.47 0.57
O -1.52 -2.22 1.12
C -3.32 -2.72 -0.60
H -0.10 -4.61 0.24
H -0.55 -3.69 -1.30
H -1.25 -5.19 -0.88
H -4.00 -3.42 -1.09
H -2.73 -2.37 -1.45
H -3.86 -1.87 -0.20

Output
highest occupied orbital energy: -6.5 eV
orbital gap: 6.7 eV
strongest force on any atom: 11.569 eV/A
E_tot: -2809.45321 Ha
molar mass: 437.91 u
lowest unoccupied orbital energy: 0.223 eV
energy above the lowest of the compared OMol25 structures with the same formula, charge and spin: 0.0000 eV